(a)
Density functional theory data (ωB97M-V/def2-TZVPD) for C5H14N2S in the gas phase.

Properties
HOMO in eV: -8.64
SMILES string: CN(C)C[C@H](N)CS
Kohn-Sham gap in eV: 9.58

```
! RIJCOSX wB97M-V def2-TZVPD def2/J DEFGRID3
* xyz 0 1
H -0.59 1.08 -1.19
N -2.59 0.18 -0.65
N 0.84 0.62 0.72
H -2.99 -0.72 -0.85
H -1.10 0.86 1.45
H -0.08 0.39 -3.40
C -1.10 0.14 -0.69
C -0.69 -1.08 -1.51
H 2.48 1.08 2.17
C 1.34 1.29 1.98
H -0.61 -1.06 1.07
H 2.78 0.08 0.42
H 0.44 -1.26 -1.33
H -1.14 -2.03 -1.36
C 1.80 -0.39 0.40
H 0.95 2.30 2.02
H 0.96 0.64 2.86
H 1.65 -0.77 -0.65
H 1.80 -1.28 0.98
C -0.58 0.09 0.81
S -0.67 -0.73 -3.38
H -2.91 0.57 0.12
*
```


(b)
Density functional theory data (ωB97M-V/def2-TZVPD) for 2 unconnected molecules or ions with the total composition C5H14N2S.

Properties
HOMO in eV: -9.25
Kohn-Sham gap in eV: 5.83

```
! RIJCOSX wB97M-V def2-TZVPD def2/J DEFGRID3
* xyz 0 1
H -0.03 -2.87 0.06
C 0.96 -2.42 0.18
H -0.32 -0.06 0.49
H 1.30 3.00 -0.23
H 3.05 -2.78 0.72
H -1.39 1.88 0.06
H -0.93 -0.54 -0.97
C 1.48 1.95 -0.56
H 0.97 -1.48 -1.63
C 2.12 -3.42 0.47
S -2.56 1.02 1.48
H 1.83 1.33 0.30
N -0.89 2.09 -0.80
N 1.12 -1.17 -0.70
H 1.88 -4.00 1.25
H 0.98 -2.02 1.20
H 2.27 2.00 -1.38
H -1.56 2.42 -1.49
H 2.44 -4.06 -0.41
C 0.19 1.28 -1.09
H 0.34 1.09 -2.18
C 0.01 -0.16 -0.51
*
```


Which is the most stable structure? (a) is the most stable.